1.
The following is a quantum chemistry calculation of a structure of composition O6V3, from the Open Molecules 2025 dataset.

Atoms and positions in Å:
V -14.826 1.375 -8.309
V -12.505 3.307 -5.609
V -17.128 4.396 -5.454
O -14.243 0.311 -9.461
O -12.126 2.056 -6.525
O -13.885 3.085 -4.922
O -16.451 3.063 -5.883
O -14.384 0.977 -6.824
O -18.466 4.771 -6.274

spin multiplicity	2
expectation value of S²	1.0011
charge	+2
Kohn-Sham gap (alpha / beta)	4.40 / 6.03	eV
LUMO energy (alpha / beta)	-11.6970 / -11.6836	eV

=====

2.
The following is a quantum chemistry calculation of a cluster of 4 separate species, C3H14NO4S in total, from the Open Molecules 2025 dataset.

Atoms and positions in Å:
S 2.815 -0.602 -1.212
O -0.084 -1.218 1.580
O -1.221 0.552 -2.761
O -2.537 -1.521 0.065
O 0.155 0.903 2.722
N -0.760 0.804 -0.101
C 0.296 0.011 -0.866
C -0.200 0.051 -2.380
C 1.614 0.731 -0.832
H 0.811 1.602 2.586
H -0.866 -1.400 1.872
H 0.443 -1.125 2.404
H 3.480 0.159 -2.291
H -3.129 -1.969 0.666
H -0.386 0.776 0.997
H -1.640 0.219 -0.259
H 1.600 1.610 -1.398
H 0.156 1.048 3.662
H 1.854 0.980 0.216
H -2.816 -2.017 -0.785
H -0.860 1.778 -0.370
H 0.768 -0.250 -2.988
H 0.506 -1.122 -0.526

charge	+1
Kohn-Sham gap	9.51	eV
LUMO energy	-3.1299	eV

=====

3.
The following is a quantum chemistry calculation of a structure of composition C26H48F8I2NbO42S11, from the Open Molecules 2025 dataset.

Atoms and positions in Å:
I 7.802 -0.680 -4.353
I 6.396 1.942 -4.655
Nb 4.965 -2.395 -2.999
S -6.108 -0.135 -3.859
S 2.933 -1.332 -1.925
S 1.059 -1.278 5.599
S -5.171 0.353 2.031
S -10.621 -1.032 7.971
S -4.538 0.177 6.555
S 1.559 2.528 -8.431
S 2.418 2.027 8.097
S -2.963 -0.715 -8.123
S 11.098 -1.011 -2.538
S 5.260 -3.390 2.070
F -0.298 0.630 -3.679
F -1.077 -1.955 -2.214
F 4.389 -1.854 -4.954
F -1.768 0.084 -1.516
F -0.158 -0.956 -0.318
F 2.221 0.079 -4.194
F 0.855 1.194 -1.804
F 1.245 -1.954 -3.884
O -4.268 1.137 7.835
O -6.562 1.378 -4.226
O -10.296 -2.128 6.818
O -4.927 1.018 0.573
O -0.031 -1.549 4.432
O 2.873 2.812 -7.939
O -3.917 0.292 2.721
O -9.109 -0.862 8.534
O -5.250 1.285 5.607
O 3.264 -0.247 -0.920
O -4.687 -0.227 -4.014
O 10.353 -1.670 -1.510
O -5.550 -1.140 1.523
O -2.679 -0.260 -9.453
O -1.562 -0.944 -7.343
O -11.001 0.193 7.333
O 10.685 0.228 -3.128
O 0.974 -2.338 6.559
O 3.589 1.365 8.588
O -3.491 0.548 -7.252
O 2.245 -2.450 -1.128
O 2.872 3.448 7.451
O 2.290 -0.889 4.972
O -11.418 -1.661 8.981
O 1.176 3.649 -9.542
O 0.430 2.342 -7.569
O 0.374 0.048 6.234
O 1.479 1.395 7.210
O -6.788 -0.535 -2.663
O -3.815 -1.836 -7.853
O 11.379 -2.076 -3.731
O 4.646 -1.894 1.953
O 6.494 -3.317 2.795
O -3.275 -0.162 5.968
O -6.804 -0.877 -5.121
O -5.513 -0.804 6.925
O 5.142 -4.017 0.789
O 1.657 1.259 -9.436
O 12.635 -0.845 -2.038
O 4.119 -4.015 3.041
O 1.601 2.627 9.368
O -6.345 0.945 2.602
C 1.935 4.006 9.527
C -1.157 -0.690 4.617
C 6.002 1.801 -1.615
C 1.631 -0.779 -3.194
C 3.298 -1.905 2.420
C -0.605 0.545 5.316
C -4.435 2.498 7.440
C 6.295 -0.574 -2.721
C -5.508 2.468 6.364
C -2.714 0.646 -6.055
C -8.885 -2.168 6.598
C 2.200 4.514 8.118
C -4.931 -0.006 -0.427
C 1.170 1.630 -10.725
C 3.266 -2.966 3.509
C 12.776 -2.101 -4.014
C 5.571 0.873 -2.883
C -0.606 -0.757 -1.656
C -1.332 0.146 -6.443
C -7.020 1.412 -5.578
C 13.454 -1.820 -2.681
C -5.831 -1.101 0.122
C -7.643 0.046 -5.817
C 0.424 0.062 -2.564
C -8.266 -1.859 7.952
C 1.438 3.123 -10.842
H -8.583 -3.143 6.215
H 14.470 -1.442 -2.806
H 5.477 -2.926 -1.319
H -5.471 3.347 5.720
H 6.901 -0.711 -1.765
H -3.481 2.853 7.038
H 12.989 -1.309 -4.739
H 13.066 -3.064 -4.434
H -5.294 0.388 -1.375
H 2.258 -3.344 3.686
H -0.769 0.916 -6.978
H -6.505 2.381 6.803
H -4.719 3.114 8.294
H -8.635 -1.397 5.864
H -3.905 -0.364 -0.552
H 1.264 4.712 7.588
H -0.758 -0.187 -5.580
H 2.815 5.415 8.113
H 6.523 2.764 -1.984
H -6.886 -0.845 -0.005
H 2.488 3.318 -11.081
H 1.676 1.057 -11.502
H 2.653 -2.182 1.580
H 1.124 4.543 10.019
H -8.646 -0.012 -5.385
H 6.793 1.275 -0.957
H 3.010 -0.923 2.788
H -7.732 2.225 -5.723
H -2.697 1.673 -5.690
H 2.837 4.065 10.144
H 4.450 0.847 -3.066
H -0.096 1.206 4.607
H 13.475 -2.716 -2.053
H 3.679 -2.583 4.444
H -1.879 -1.208 5.241
H 6.411 -3.274 -3.706
H 0.097 1.417 -10.758
H -6.153 1.570 -6.225
H -1.376 1.103 5.843
H -1.615 -0.450 3.657
H 3.994 -3.927 -3.156
H 5.129 2.060 -0.929
H -7.690 -0.207 -6.877
H -7.244 -1.490 7.863
H -8.280 -2.738 8.602
H -3.171 -0.001 -5.301
H -5.636 -2.069 -0.337
H 0.802 3.602 -11.587

charge	-1
Kohn-Sham gap	5.56	eV
LUMO energy	0.9925	eV

=====

4.
The following is a quantum chemistry calculation of an isolated molecule of C10H22ClP, from the Open Molecules 2025 dataset.

Atoms and positions in Å:
Cl -2.292 -0.179 0.020
P -0.350 -0.041 -0.292
C 1.738 -1.525 0.806
C -0.509 0.546 -2.244
C 0.183 1.591 1.913
C 0.086 1.627 0.395
C -0.981 2.597 0.031
C 0.280 -1.636 0.657
C -1.413 -0.453 -3.052
C 1.487 2.113 -0.197
C -0.327 -1.885 1.990
C -0.050 -2.612 -0.511
H 2.240 -1.109 -0.196
H 2.172 -0.694 1.558
H 2.183 -2.525 1.041
H 0.621 0.483 -2.615
H -0.264 -0.868 2.535
H -1.446 -0.226 -4.070
H 1.100 1.119 2.360
H -0.750 1.077 2.462
H 1.627 3.014 0.325
H 2.311 1.457 0.078
H -1.470 -2.103 1.931
H 0.482 -3.642 -0.286
H -1.143 -2.829 -0.515
H 0.161 -2.559 2.591
H -1.398 2.476 -0.913
H -1.006 -1.408 -3.195
H -0.584 3.554 0.123
H -2.474 -0.379 -2.947
H 0.171 2.619 2.314
H -1.827 2.538 0.729
H 0.211 -2.431 -1.593
H 1.231 2.291 -1.230

Kohn-Sham gap	7.73	eV
LUMO energy	0.6792	eV

=====

5.
The following is a quantum chemistry calculation of an isolated molecule of C20H30BClNO7P, from the Open Molecules 2025 dataset.

Atoms and positions in Å:
Cl -0.780 0.060 1.345
P 2.281 0.288 0.602
O -6.617 -1.520 1.330
O -2.140 -1.752 -1.525
O -0.379 -0.579 -2.287
O 2.289 -0.281 2.197
O 2.747 -1.402 -2.488
O 2.318 -3.077 -0.837
O -4.612 -0.966 2.142
N 3.930 -0.045 0.018
C -6.113 0.748 0.853
C 1.033 4.904 -0.397
C 1.388 1.350 -2.290
C 0.467 0.339 -1.513
C -5.782 -0.653 1.446
C 3.140 -3.094 0.351
C -2.731 -2.603 2.034
C 0.392 5.755 -1.403
C -1.636 -3.310 1.118
C 1.394 5.432 1.044
C -3.763 -1.741 1.232
C 0.065 5.130 -2.702
C -1.078 -1.280 -1.266
C -0.260 -2.524 1.035
C 1.361 3.506 -0.705
C 1.054 2.860 -1.988
C 0.377 3.720 -2.983
C 3.321 -4.604 0.835
C -0.261 -1.243 0.117
C 1.096 -0.705 -0.491
B 2.051 -1.745 -1.285
H -3.282 -3.361 2.652
H -2.040 -3.629 0.123
H 2.995 0.192 2.672
H 2.324 -1.955 -3.170
H 3.164 -5.344 0.014
H 0.532 -3.278 0.814
H 0.063 3.348 -3.984
H 2.481 1.150 -2.132
H 1.100 4.602 1.752
H -0.060 -2.162 2.085
H 2.569 -4.786 1.657
H 2.496 5.574 1.183
H -0.455 5.789 -3.442
H 1.872 2.923 0.092
H -2.229 -1.903 2.766
H 0.782 6.320 1.341
H 4.327 -4.732 1.328
H 0.173 6.820 -1.170
H 4.608 0.114 0.766
H -1.394 -4.271 1.664
H 4.152 -2.651 0.194
H -3.246 -0.971 0.591
H -5.310 1.516 1.033
H -6.283 0.735 -0.258
H 2.546 -2.594 1.168
H 1.197 1.228 -3.397
H -7.043 1.147 1.345
H -0.333 1.032 -1.113
H 4.115 0.638 -0.721
H -4.373 -2.457 0.608

Kohn-Sham gap	8.26	eV
LUMO energy	0.0339	eV

=====

6.
The following is a quantum chemistry calculation of an isolated molecule of C4H4O2, from the Open Molecules 2025 dataset.

Atoms and positions in Å:
O -0.769 1.713 0.388
O -1.410 -0.291 -1.203
C -0.252 0.471 0.725
C 1.123 0.151 0.257
C 1.884 -0.519 -0.401
C -0.881 -0.612 -0.166
H 2.515 -1.119 -1.017
H -1.157 1.578 -0.497
H -0.374 0.288 1.799
H -0.680 -1.660 0.117

Kohn-Sham gap	10.86	eV
LUMO energy	0.5826	eV

=====

7.
The following is a quantum chemistry calculation of a structure of composition C3H7NO2, from the Open Molecules 2025 dataset.

Atoms and positions in Å:
O -1.109 -0.631 1.533
O 1.457 -0.255 1.482
N 1.238 0.538 -0.646
C -1.347 -0.729 0.313
C -1.185 0.346 -0.653
C 1.960 0.206 0.357
H 1.776 0.873 -1.438
H 0.252 -0.411 1.527
H -0.656 0.450 -1.592
H 3.064 0.290 0.293
H -1.713 -1.723 0.052
H -1.432 1.356 -0.284
H -2.306 -0.310 -0.943

Kohn-Sham gap	9.92	eV
LUMO energy	0.3556	eV

=====

8.
The following is a quantum chemistry calculation of a structure of composition C33H47BBr2N7OPtS3Si, from the Open Molecules 2025 dataset.

Atoms and positions in Å:
Pt 0.385 0.334 -0.266
Br 3.274 -1.232 -4.198
Br -1.741 -1.394 -6.737
S 2.216 0.579 1.134
S -1.091 0.410 1.486
S -2.242 -3.021 2.270
Si 0.210 2.707 -0.508
O 1.590 -0.154 -1.843
N -1.947 -3.317 -0.456
N 2.276 -2.153 1.151
N -0.312 0.181 4.103
N -0.158 -2.602 0.599
N 4.149 -1.268 0.431
N 0.467 -1.430 2.844
N -1.087 0.085 -1.698
C 1.361 3.583 0.663
C -3.516 -5.175 -0.048
C 0.630 -1.197 -5.220
C -2.742 -0.335 -3.870
C -0.445 2.643 3.950
C -2.386 0.250 -1.582
C -1.469 -2.965 0.782
C -1.355 -0.553 -4.015
C -3.252 0.066 -2.666
C 1.423 -0.919 -4.092
C 0.879 -0.444 -2.917
C -0.540 -0.299 -2.894
C -0.721 -1.013 -5.196
C 5.241 -0.285 0.100
C 0.788 2.909 -2.269
C -3.312 -3.839 -0.761
C -4.360 -2.809 -0.339
C 0.412 -0.670 4.913
C 5.584 0.494 1.369
C -0.865 1.496 6.110
C -0.914 -3.235 -1.379
C 2.904 -0.999 0.879
C 0.183 -2.807 -0.734
C 0.891 -1.655 4.128
C 3.137 -3.179 0.842
C 4.295 -2.640 0.405
C -2.537 1.243 4.295
C -1.045 1.396 4.597
C -0.257 -0.303 2.843
C -3.435 -4.063 -2.267
C 6.471 -1.068 -0.350
C -1.544 3.330 -0.300
C 4.813 0.635 -1.040
B 0.845 -2.476 1.747
H -0.563 2.625 2.869
H 6.405 1.179 1.156
H -1.295 0.639 6.629
H -4.318 -2.616 0.730
H 0.182 1.608 6.393
H 5.648 1.300 -1.266
H -3.393 -0.501 -4.718
H 5.201 -3.121 0.094
H 6.271 -1.656 -1.247
H 0.506 -0.528 5.971
H -2.748 -4.829 -2.628
H 3.951 1.241 -0.779
H 1.135 4.651 0.593
H -3.093 1.992 4.859
H -1.036 -3.487 -2.415
H -4.311 0.229 -2.527
H -0.959 3.524 4.336
H -2.773 -5.900 -0.387
H -3.278 -3.142 -2.833
H 5.902 -0.184 2.163
H 2.854 -4.207 0.980
H 1.113 -1.561 -6.117
H -4.202 -1.874 -0.879
H -2.757 1.381 3.239
H -2.888 0.255 4.595
H -2.762 0.518 -0.603
H 0.149 2.399 -2.990
H 1.173 -2.625 -1.112
H 1.236 3.290 1.706
H 1.469 -2.525 4.380
H 2.404 3.432 0.386
H -1.517 4.230 0.319
H -1.963 3.606 -1.270
H -5.352 -3.184 -0.593
H 0.770 3.977 -2.512
H 7.252 -0.349 -0.594
H 6.859 -1.718 0.435
H 1.810 2.549 -2.396
H 0.615 2.728 4.196
H 0.987 -3.521 2.320
H -1.393 2.386 6.448
H 4.570 0.060 -1.931
H -4.447 -4.410 -2.473
H -4.506 -5.562 -0.290
H -3.435 -5.062 1.030
H 4.740 1.083 1.724
H -2.226 2.634 0.186

charge	+1
Kohn-Sham gap	6.02	eV
LUMO energy	-3.3822	eV